Computed, not measured: C6H9N in the gas phase, with ωB97M-V with the def2-TZVPD basis set.

Properties
HOMO-LUMO gap (spin up / spin down) (eV): 7.4494 / 7.9736
Energy (eV): -7850.5263
E_LUMO (spin up / spin down) (eV): 0.05 / 0.05
Net charge: 0
ΔE to the lowest compared entry with this formula, charge and spin (kcal/mol): 176.03

XYZ file:
```
16
Properties=species:S:1:pos:R:3:forces:R:3
C 0.18895 -0.92553 0.24247 -4.0 2.5 -1.0
N -0.16216 -1.51929 1.47089 0.1 -0.2 0.9
C 0.25581 0.96361 0.33383 -2.5 -1.6 0.1
C 1.01377 -1.56169 -0.64195 1.3 -0.6 -0.6
C 1.26327 1.56804 -0.41941 1.0 0.6 -1.4
H -1.00455 -1.11224 1.86551 0.2 0.0 -0.1
H -0.31035 -2.51959 1.39026 0.2 0.1 0.0
H 0.24378 1.17169 1.40503 0.2 -0.6 0.2
H 1.40490 -1.05282 -1.50997 -0.1 0.0 -0.1
H 1.31653 -2.59033 -0.49024 0.1 0.0 0.1
H 1.05442 2.38645 -1.09577 -0.2 -0.1 -0.1
H 2.22132 1.09901 -0.58371 0.2 0.0 0.5
C -1.16625 1.17567 -0.19724 0.7 2.1 0.6
C -2.23205 1.63603 -0.54741 0.7 -0.8 0.2
H -3.20994 1.86771 -0.89662 0.0 0.1 0.0
H -0.87746 -0.58671 -0.32566 2.2 -1.4 0.6
```
Forces are in eV/Å.

=====

Computed, not measured: C4H8O3 in the gas phase, with ωB97M-V with the def2-TZVPD basis set.

Properties
HOMO-LUMO gap (eV): 10.2935
Energy (eV): -10418.9443
SMILES: O=C(CO)CCO
E_LUMO (eV): 0.66
Net charge: 0
ΔE to the lowest compared entry with this formula, charge and spin (kcal/mol): 47.49

XYZ file:
```
15
Properties=species:S:1:pos:R:3:forces:R:3
O -1.61603 0.86623 -0.64707 0.7 0.0 0.3
C -0.44519 0.79068 -0.34720 0.0 -0.1 -0.2
C 0.20735 1.63627 0.73971 0.7 -0.7 -0.2
O -0.67747 2.59726 1.25603 0.5 -0.9 0.2
C 0.48770 -0.23592 -0.95547 0.1 -0.1 -0.2
C 0.02852 -1.65346 -0.65974 -0.1 0.1 -0.4
O 0.11531 -1.84078 0.74354 -0.1 -0.2 0.1
H 0.44143 0.86597 1.54837 0.2 0.7 -0.9
H 1.15076 2.08655 0.44242 0.1 -0.1 -0.3
H -1.04630 1.86462 1.74256 -2.3 1.1 1.3
H 0.49326 -0.06887 -2.03620 0.0 -0.1 0.0
H 1.50630 -0.09344 -0.57563 -0.1 0.0 -0.1
H -1.00291 -1.77209 -1.01890 0.1 0.0 0.1
H 0.67013 -2.36683 -1.19802 -0.1 0.1 0.1
H -0.31288 -2.67619 0.96559 0.1 0.2 0.0
```
Forces are in eV/Å.

=====

Computed, not measured: a molecular structure, C17H34AsF5N9ORhSSi2Te, with ωB97M-V with the def2-TZVPD basis set.

Properties
HOMO-LUMO gap (eV): 7.0131
Energy (eV): -144959.9587
E_LUMO (eV): -1.33
Net charge: 0
ΔE to the lowest compared entry with this formula, charge and spin (kcal/mol): 0.27

XYZ file:
```
72
Properties=species:S:1:pos:R:3:forces:R:3
Rh -0.00024 -0.36696 -0.32983 0.0 0.0 0.0
C 1.88932 -4.61381 2.60453 0.0 0.0 0.0
C 3.01607 -3.88801 1.88175 0.0 0.0 0.0
N 2.96963 -2.44442 2.06351 0.0 0.0 0.0
C 2.09660 -1.63059 1.44099 -0.1 -0.1 0.1
S 1.23512 -2.25729 0.05180 0.0 0.0 -0.1
N 1.95651 -0.42488 1.93128 0.0 0.0 0.0
N 0.99005 0.28019 1.28711 0.0 0.0 0.0
C 0.62288 1.42208 1.77107 0.0 0.0 0.0
C 1.21352 2.02460 3.00108 0.0 0.0 0.0
C -0.47495 2.10060 1.05856 0.0 0.0 0.0
C -1.02715 3.29555 1.48148 0.0 0.0 0.0
C -2.10917 3.82148 0.78352 0.0 0.0 0.0
C -2.60639 3.14238 -0.31010 0.0 0.0 0.0
C -1.99577 1.95591 -0.69622 0.0 0.0 0.0
N -0.95680 1.46237 -0.03070 0.0 0.0 0.0
H 1.94837 -5.68707 2.41887 0.0 0.0 0.0
H 0.91936 -4.25200 2.26209 0.0 0.0 0.0
H 1.95167 -4.44985 3.68141 0.0 0.0 0.0
H 2.98444 -4.09549 0.81204 0.0 0.0 0.0
H 3.98948 -4.22361 2.24059 0.0 0.0 0.0
H 3.32201 -2.07265 2.93235 0.0 0.0 0.0
H 2.03616 1.41453 3.35620 0.0 0.0 0.0
H 0.45665 2.09443 3.78599 0.0 0.0 0.0
H 1.57187 3.03521 2.79641 0.0 0.0 0.0
H -0.63337 3.79833 2.35252 0.0 0.0 0.0
H -2.56309 4.74798 1.10924 0.0 0.0 0.0
H -3.46349 3.49740 -0.86334 0.0 0.0 0.0
H -2.34916 1.37952 -1.54273 0.0 0.0 0.0
F -5.44764 -1.77014 -2.09846 0.0 0.0 0.0
Te -3.71493 -1.48141 -1.48585 0.0 0.0 0.0
F -3.95883 -3.31956 -0.74815 0.0 0.0 0.0
F -4.69294 -0.71381 0.09462 0.0 0.0 0.0
F -3.94670 0.24726 -2.40390 0.0 0.0 0.0
F -3.21420 -2.30693 -3.19462 0.0 0.0 0.0
O -1.04052 -0.45700 -2.16259 0.0 0.0 0.0
N -4.16681 -2.65705 2.08176 0.0 0.0 0.0
N -2.95965 -2.16066 2.54252 0.0 0.0 0.0
N -2.86710 -1.48397 3.66133 0.0 0.0 0.0
C -1.55729 -1.28281 3.73013 0.0 0.0 0.0
N -0.89502 -1.83864 2.70923 0.0 0.1 0.0
N -1.81886 -2.38652 1.94497 0.0 0.0 0.0
H -4.68657 -1.86214 1.70495 0.0 0.0 0.0
H -3.94298 -3.23208 1.26847 0.0 0.0 0.0
H -1.08526 -0.74898 4.53674 0.0 0.0 0.0
C 2.24498 -3.61455 -3.59108 0.0 0.0 0.0
Si 0.48032 -3.03389 -3.43112 0.0 0.0 0.0
C -0.57860 -4.07332 -2.32881 0.0 0.0 0.0
C -0.34693 -2.64850 -5.04926 0.0 0.0 0.0
As 0.59302 -0.78827 -2.53994 0.0 0.0 0.0
Si 1.72607 1.10820 -3.45455 0.0 0.0 0.0
C 0.67185 2.55556 -2.96188 0.0 0.0 0.0
C 1.81213 0.86556 -5.30124 0.0 0.0 0.0
C 3.39863 1.07846 -2.63559 0.0 0.0 0.0
H 2.26646 -4.60631 -4.04955 0.0 0.0 0.0
H 2.71803 -3.68377 -2.61003 0.0 0.0 0.0
H 2.83885 -2.94694 -4.21865 0.0 0.0 0.0
H -0.78805 -5.00062 -2.87270 0.0 0.0 0.0
H -1.54084 -3.59554 -2.13706 0.1 0.0 0.0
H -0.10348 -4.32976 -1.38489 0.0 0.0 0.0
H -0.47245 -3.57018 -5.62398 0.0 0.0 0.0
H 0.22334 -1.94641 -5.66099 0.0 0.0 0.0
H -1.34020 -2.23850 -4.84885 0.0 0.0 0.0
H -0.36316 2.40162 -3.27231 0.0 0.0 0.0
H 1.04340 3.46607 -3.43865 0.0 0.0 0.0
H 0.68629 2.69990 -1.88099 0.0 0.0 0.0
H 0.81216 0.81041 -5.73495 0.0 0.0 0.0
H 2.35117 -0.04679 -5.56342 0.0 0.0 0.0
H 2.33375 1.70571 -5.76634 0.0 0.0 0.0
H 3.29212 1.10959 -1.54953 0.0 0.0 0.0
H 3.99225 1.94098 -2.94773 0.0 0.0 0.0
H 3.95616 0.17660 -2.89576 0.0 0.0 0.0
```
Forces are in eV/Å.